# 1
Here is a structure of composition C11H34N8NaO13S2 in a non-equilibrium geometry from the OMol25 dataset. Energies are from ωB97M-V/def2-TZVPD.

Results
E_LUMO ... 3.807 eV
Net charge ... -3
HOMO ... 2.07 eV

```
69
Properties=species:S:1:pos:R:3:forces:R:3
Na -0.84159 -1.24034 -0.42970 -0.31 0.23 0.17
S -6.84173 0.93760 -1.10686 -0.51 1.94 -0.76
O -6.17191 2.22686 -0.83653 2.82 1.86 -1.99
O -5.88865 -0.15910 -1.16193 -0.03 -0.76 -0.16
O -7.63199 1.13032 0.08599 -2.87 -2.54 3.39
O -7.76962 1.00843 -2.25030 0.59 -0.66 -0.88
S -2.42871 1.96779 5.03994 -1.41 2.41 0.93
O -1.72142 1.19898 4.06254 2.19 -2.40 -2.32
O -3.45669 2.75625 4.35712 -0.60 1.36 -0.97
O -3.13905 1.17150 6.00644 -1.25 -2.87 2.10
O -1.50759 2.81565 5.80353 1.59 1.25 0.43
C -1.22159 -6.76534 -4.13198 -0.89 -1.83 -1.79
C -0.30381 -5.62300 -4.04648 -1.07 2.50 0.20
C -0.94384 -4.35633 -4.85778 1.84 -0.99 -0.61
O -0.05012 -3.25097 -4.81641 0.33 0.02 -0.50
C -0.50741 -2.06970 -5.49367 -0.25 0.02 0.88
N -0.24736 -5.31621 -2.65179 0.95 1.26 1.31
H -0.92007 -7.75512 -3.78917 0.84 0.20 0.45
H -1.40905 -6.96740 -5.18656 -0.61 0.03 -0.20
H -2.14991 -6.59359 -3.58719 -0.03 0.45 -0.24
H 0.73871 -5.68997 -4.35754 -0.20 -0.65 -1.11
H -1.96187 -4.02692 -4.64989 -0.11 -0.45 0.63
H -0.87061 -4.65427 -5.90371 -0.65 -0.53 -0.34
H 0.34846 -1.48847 -5.83686 0.21 0.23 1.04
H -1.19440 -1.63590 -4.76705 0.33 1.02 -0.13
H -1.07616 -2.05272 -6.42337 -0.37 -1.58 -0.31
H 0.57458 -4.73205 -2.59470 -0.05 0.83 0.69
H 0.06187 -6.11827 -2.12152 -0.27 -0.50 0.06
C 0.21794 6.48119 -2.44308 1.22 -0.85 -0.52
C 0.76447 5.88292 -1.16394 0.32 -0.21 0.96
C 0.73831 6.91341 -0.01491 -0.14 0.70 -0.62
O 1.61808 8.08665 -0.17553 -1.75 -0.40 -0.29
C 3.01362 8.00344 -0.35502 -0.99 0.48 0.79
N -0.01011 4.68317 -0.84676 -0.59 0.65 0.49
H -0.86212 6.59842 -2.35447 0.13 0.92 0.12
H 0.31670 5.79860 -3.28712 0.14 -0.44 0.11
H 0.87530 7.30420 -2.72350 -0.82 0.71 0.07
H 1.79097 5.51694 -1.18504 0.34 0.27 -0.77
H 0.75408 6.44458 0.96899 1.14 -0.20 0.19
H -0.27751 7.30634 0.02780 -0.01 0.62 -0.35
H 3.36300 9.03328 -0.28113 0.00 0.17 0.32
H 3.32132 7.74358 -1.36787 0.09 -1.02 0.13
H 3.36257 7.46680 0.52723 0.97 -0.52 -0.57
H -0.03223 4.59445 0.15909 0.50 -0.66 0.52
H -0.97609 4.95497 -0.96126 -0.61 -0.27 -0.54
C 3.90155 -0.83257 5.64059 0.97 -0.44 3.30
O 4.82656 -1.28525 6.26192 3.44 -1.40 -0.24
N 3.57382 0.42337 5.65507 -1.28 5.39 -0.62
N 2.86802 -1.54107 5.30642 -2.60 -2.88 -2.11
H 4.17407 1.22501 5.78613 0.07 -0.73 0.36
H 2.60602 0.53980 5.91947 0.03 0.84 -0.40
H 2.13908 -1.01969 4.84068 -0.18 -0.80 -0.42
H 3.07525 -2.50204 5.07473 -0.61 0.11 0.11
C -4.45178 -5.10784 4.29114 1.27 -3.72 -5.16
O -4.65256 -6.26950 3.93008 -0.72 -0.75 0.75
N -3.66554 -4.35016 3.54400 1.96 1.38 -0.71
N -4.99847 -4.45974 5.21625 -3.33 3.16 6.22
H -3.47155 -3.43724 3.93005 0.39 0.17 -1.19
H -3.40251 -4.69825 2.63310 0.22 0.41 0.46
H -5.84931 -4.72538 5.69124 0.48 -0.45 -0.21
H -4.68379 -3.52844 5.44809 -0.24 -0.05 -0.18
C 5.67793 -1.07928 -1.03730 -6.52 -1.71 1.54
O 4.66972 -1.78928 -1.10825 0.36 -0.12 -0.22
N 5.74339 -0.01577 -0.33242 -1.55 5.02 3.79
N 6.77274 -1.28215 -1.57566 7.43 -3.10 -5.06
H 6.56293 0.57271 -0.28594 -0.54 -0.11 0.21
H 4.87955 0.25319 0.11650 0.34 0.33 0.11
H 7.45237 -0.53736 -1.63465 0.00 -0.64 -0.29
H 6.80577 -2.08369 -2.18930 0.45 0.30 -0.07
```
Positions in Å, forces in eV/Å.


# 2
Here is the molecule C4H10N2O in a non-equilibrium geometry from the OMol25 dataset. Energies are from ωB97M-V/def2-TZVPD.

Results
E_LUMO ... 0.851 eV
Relative energy (zero: lowest compared OMol25 entry of this formula, charge and spin) ... 1.860 eV
Net charge ... 0
HOMO ... -8.21 eV
SMILES ... CN[C@H](C)C(N)=O

```
17
Properties=species:S:1:pos:R:3:forces:R:3
C 0.85202 -1.48991 -1.10872 -0.25 0.06 0.73
N -0.33330 -0.65639 -0.97660 -0.70 -0.24 -1.45
C -0.78487 0.49353 -0.20513 -0.07 -1.02 1.29
C 0.04475 1.75737 -0.36052 1.54 -0.93 -0.99
C -0.91036 0.13805 1.30818 1.52 2.51 -2.64
N 0.31478 -0.12861 1.87277 -2.27 -0.49 1.97
O -1.91856 0.42700 1.90307 -0.23 -0.96 0.93
H 1.58400 -1.28944 -0.31153 0.15 0.07 -0.75
H 0.54070 -2.51658 -0.94899 -0.04 -0.40 0.39
H 1.25796 -1.55423 -2.13336 0.35 0.82 0.43
H -1.08066 -1.12187 -1.46012 -0.25 0.32 0.16
H -1.82196 0.69319 -0.48636 0.20 -0.09 -0.26
H 1.09246 1.55684 -0.09764 -0.12 -0.13 0.27
H -0.23104 2.61675 0.22978 -0.57 0.18 -0.08
H 0.14310 1.91607 -1.44147 -0.46 0.62 0.20
H 0.08718 -0.47181 2.80043 1.15 -0.02 0.17
H 1.16380 -0.36997 1.41620 0.06 -0.29 -0.36
```
Positions in Å, forces in eV/Å.


# 3
Here is the molecule C8H7N3 in a non-equilibrium geometry from the OMol25 dataset. Energies are from ωB97M-V/def2-TZVPD.

Results
E_LUMO ... 0.741 eV
Relative energy (zero: lowest compared OMol25 entry of this formula, charge and spin) ... 1.671 eV
Net charge ... 0
HOMO ... -8.19 eV
SMILES ... c1ccc(-c2ncc[nH]2)nc1

```
18
Properties=species:S:1:pos:R:3:forces:R:3
C -3.08034 -0.09927 -0.06312 0.30 -0.21 0.56
C -2.50606 1.11450 0.11307 2.62 0.39 0.51
C -1.07838 1.18859 0.09318 1.94 2.07 -0.40
C -0.31374 0.02330 -0.10327 -1.06 3.21 1.26
C 1.15000 0.13760 -0.04431 -1.41 -2.72 -0.12
N 1.89124 1.14859 -0.30282 1.08 0.40 -0.44
C 3.19013 0.65793 -0.26644 -1.61 -0.34 1.32
C 3.13741 -0.66370 0.14592 4.56 0.06 -0.84
N 1.89607 -1.00790 0.19939 -5.09 -1.95 0.64
N -0.94018 -1.13629 -0.18716 5.22 -1.72 -0.75
C -2.16295 -1.19437 -0.25569 -9.43 -1.87 -0.68
H -4.16125 -0.11712 0.17766 0.73 -0.86 -0.79
H -3.07155 1.96021 0.41518 -0.42 0.74 -0.06
H -0.38481 2.20041 0.20207 -2.37 -2.61 -0.23
H 3.93375 1.38963 -0.29682 1.45 0.38 -0.27
H 3.89338 -1.44888 0.30805 -0.19 0.92 -0.12
H 1.45728 -1.97283 0.38747 1.09 2.36 -0.46
H -2.84999 -2.18043 -0.52236 2.58 1.75 0.89
```
Positions in Å, forces in eV/Å.


# 4
Here is a structure of composition C39H47FN6O3PdSb2 from the OMol25 dataset. Energies are from ωB97M-V/def2-TZVPD.

Results
E_LUMO (spin up / spin down) ... -9.347 / -12.561 eV
⟨S²⟩ ... 6.077
Multiplicity ... 5
Net charge ... +4
HOMO (spin up / spin down) ... -16.17 / -17.24 eV

```
99
Properties=species:S:1:pos:R:3:forces:R:3
Pd -0.01122 0.58423 -1.89793 -0.15 0.10 -0.35
C 1.33346 -2.83920 -4.00335 0.05 0.02 -0.05
Sb -0.23744 -1.96471 -2.87368 0.22 -0.12 0.16
C -0.58534 -3.44570 -1.38833 0.02 -0.06 0.00
C -1.86785 -2.56092 -4.23595 -0.20 -0.11 0.00
C -1.69259 -2.12096 -5.61378 0.06 -0.06 0.07
C -0.98921 -2.93109 -6.51530 0.04 -0.03 -0.14
C -0.80905 -2.54117 -7.81749 0.02 -0.08 0.09
C -1.32590 -1.29529 -8.27855 -0.05 0.09 0.02
C -2.01400 -0.47747 -7.42470 0.01 0.00 -0.04
C -2.23727 -0.85874 -6.08970 -0.05 0.14 -0.03
C -3.01350 0.00565 -5.21916 0.10 0.03 0.15
Sb -1.69531 1.35443 -4.01608 0.22 -0.03 -0.15
C -0.51345 2.17901 -5.57714 -0.02 0.09 -0.06
C -3.15112 2.85154 -3.64849 0.04 0.04 0.02
H 1.42742 -2.33866 -4.96583 -0.02 0.01 0.00
H 1.12901 -3.89753 -4.15922 -0.04 -0.01 0.01
H 2.26982 -2.73040 -3.46043 -0.01 -0.01 0.03
H -1.32327 -4.16739 -1.73441 0.00 0.00 -0.02
H -0.93949 -2.97302 -0.47560 -0.01 0.03 -0.02
H 0.35157 -3.96636 -1.19400 0.01 0.02 -0.01
H -2.78287 -2.21731 -3.75960 0.00 0.03 0.01
H -1.80736 -3.64738 -4.16832 0.02 0.00 0.03
H -0.61378 -3.89008 -6.18439 0.00 -0.01 0.01
H -0.28387 -3.18188 -8.51336 0.00 -0.02 0.01
H -1.18502 -1.01929 -9.31510 -0.01 0.03 0.00
H -2.43846 0.45241 -7.77944 0.01 0.00 -0.03
H -3.61548 -0.50971 -4.47495 -0.02 0.02 0.02
H -3.61696 0.72536 -5.76913 0.00 0.00 -0.02
H -1.12699 2.53926 -6.40172 -0.04 -0.01 0.01
H 0.20016 1.44282 -5.94396 -0.02 -0.02 0.01
H 0.03744 3.02439 -5.16250 0.00 -0.01 0.01
H -3.89740 2.82095 -4.44022 0.01 -0.01 -0.01
H -2.63898 3.81153 -3.67507 -0.03 0.03 -0.01
H -3.60640 2.69645 -2.67366 0.05 -0.03 0.01
C 4.82320 -2.47427 -1.87004 0.00 -0.01 0.01
C 5.10013 -1.48505 -2.80691 0.01 0.02 -0.02
C 4.25587 -0.39554 -2.94847 -0.03 -0.10 0.06
C 3.11850 -0.32788 -2.15033 0.03 -0.02 -0.04
C 2.82283 -1.31599 -1.21522 0.03 -0.01 -0.02
C 3.69161 -2.38607 -1.06747 0.00 0.00 -0.04
N 2.20210 0.75945 -2.23878 -0.23 0.18 -0.01
N 2.68616 1.85187 -2.56226 0.10 -0.10 -0.01
C 1.79780 2.95960 -2.56712 0.07 -0.13 -0.04
C 2.31482 4.16557 -3.00866 -0.09 -0.07 0.05
C 1.48666 5.27972 -2.97490 -0.07 -0.02 0.03
C 0.19956 5.13567 -2.47911 0.04 0.08 -0.03
C -0.22986 3.88732 -2.05119 0.01 -0.12 0.08
N 0.55146 2.80450 -2.10566 0.02 0.22 0.08
H 5.49547 -3.31515 -1.76603 0.00 0.00 0.01
H 5.98366 -1.56018 -3.42592 0.00 -0.01 0.00
H 4.46775 0.38078 -3.66933 -0.02 0.04 0.00
H 1.94354 -1.22032 -0.58604 0.01 0.02 -0.02
H 3.49039 -3.15447 -0.33302 0.00 0.00 0.01
H 3.33771 4.21129 -3.35327 0.02 -0.01 -0.01
H 1.84582 6.24172 -3.31426 0.00 0.01 0.00
H -0.47362 5.97870 -2.40910 0.01 0.02 -0.01
H -1.22248 3.74843 -1.63567 0.00 -0.01 -0.01
C -3.29916 2.06018 5.27894 -0.03 0.01 0.02
C -2.02785 2.64585 4.68743 0.05 0.00 0.00
N -1.44672 1.74983 3.65175 -0.30 0.38 -0.07
C -1.82504 2.02361 2.34883 -0.01 0.02 0.25
C -1.43994 1.33987 1.25351 0.33 -0.34 -0.05
C -2.07320 1.81114 -0.06504 -0.21 -0.24 -0.06
O -2.72679 2.83533 -0.01293 0.08 0.18 -0.01
O -1.94357 1.06061 -1.09775 0.06 -0.21 0.24
C -0.51211 0.21979 1.44906 -0.14 0.04 0.15
O -0.00203 -0.46812 0.56871 -0.07 0.35 -0.10
C -0.17368 -0.08712 2.87312 -0.21 0.23 0.01
C 0.63489 -1.15052 3.17348 0.12 -0.10 0.42
C 0.95303 -1.43268 4.49631 -0.04 -0.01 -0.29
F 1.74475 -2.47065 4.68990 0.02 -0.01 0.12
C 0.48677 -0.67238 5.63651 0.50 -0.55 -0.08
C -0.32718 0.38440 5.30864 -0.40 0.48 -0.28
C -0.66621 0.70527 3.96267 0.27 -0.35 0.03
N 0.86350 -0.99608 6.92141 -0.25 0.14 -0.05
C 0.62612 -0.08406 8.03472 0.00 0.10 -0.03
C -0.12673 -0.76570 9.16866 0.00 0.00 0.07
N 0.50355 -2.11449 9.47947 -0.04 -0.02 0.04
C 1.83210 -2.27947 8.80322 0.03 -0.04 0.02
C 1.66693 -2.17771 7.29426 0.04 -0.01 -0.11
H -3.67090 2.72807 6.05443 -0.01 0.01 0.00
H -3.13303 1.07703 5.71910 0.02 -0.01 0.01
H -4.07572 1.96686 4.52052 0.01 0.00 -0.01
H -1.25644 2.84456 5.42843 -0.02 -0.03 0.03
H -2.23225 3.59264 4.19346 0.01 -0.01 -0.01
H -2.49626 2.86369 2.22638 0.00 0.00 0.00
H 1.03699 -1.77525 2.38784 0.03 -0.04 0.03
H -0.75083 0.99620 6.08573 -0.01 0.02 -0.05
H 0.03844 0.77443 7.72925 0.03 -0.03 0.05
H 1.57765 0.32012 8.38846 -0.01 0.01 0.00
H -1.16981 -0.94840 8.92167 0.01 0.01 -0.02
H -0.08031 -0.15938 10.07133 -0.02 0.00 -0.01
H -0.12229 -2.86735 9.18475 0.01 0.01 0.01
H 0.61188 -2.22603 10.49092 0.01 0.00 -0.02
H 2.22751 -3.26028 9.06084 0.01 0.01 0.00
H 2.49781 -1.52651 9.21841 0.00 0.00 -0.02
H 1.18585 -3.08573 6.92998 0.01 0.00 -0.03
H 2.67195 -2.13504 6.87294 -0.01 -0.03 -0.02
```
Positions in Å, forces in eV/Å.